40
Properties=species:S:1:pos:R:3 method="wB97M-V/def2-TZVPD" lumo_energy_ha=0.02396 smiles="Cc1cc(C(=O)NC[C@@H]2CCCO2)n(-c2ccccc2)n1"
C -1.398 1.544 0.841
C 2.471 -1.382 1.584
H -1.464 -3.102 2.024
C -0.211 0.095 -3.242
H 0.099 -4.855 2.622
C 0.317 -4.355 1.678
H 0.091 -5.032 0.857
N -0.501 1.084 -1.374
H 1.480 -1.179 -2.575
H 2.123 -3.762 0.639
C 0.733 -0.444 -2.352
H 2.002 -2.494 3.365
H 3.500 -1.733 1.449
C -2.410 3.681 1.271
C 1.299 0.164 0.101
H 1.637 -1.809 -0.301
C 0.522 0.216 -1.152
H 2.476 -0.457 2.165
C 1.759 -3.851 1.665
H -2.224 2.117 2.720
O 1.465 1.117 0.836
H -0.553 -2.711 0.546
H 2.437 -4.503 2.210
O 0.277 -2.112 2.349
C -2.027 2.422 1.704
H 0.474 -0.058 -5.249
H -1.243 0.349 -5.066
C -0.464 -3.045 1.592
H -0.679 -1.306 -4.774
N -0.942 1.009 -2.627
H -2.900 4.361 1.952
H -2.475 5.042 -0.382
C -0.429 -0.251 -4.671
C -2.171 4.064 -0.039
H -1.114 0.560 1.181
C 1.656 -2.461 2.323
C -1.533 3.200 -0.908
N 1.875 -1.050 0.317
H -1.337 3.477 -1.932
C -1.134 1.945 -0.463

13
Properties=species:S:1:pos:R:3 method="wB97M-V/def2-TZVPD" lumo_energy_ha=0.00622 smiles="C[NH2+][O-].N#CC=O"
H 1.125 0.021 -1.381
N -0.725 1.860 -0.213
H 2.928 -0.305 0.290
H 1.555 -1.453 0.788
C 1.883 -0.446 0.599
H 1.786 0.027 1.603
H -2.672 -0.391 -1.243
N 0.898 -0.019 -0.386
H 0.562 0.962 -0.201
C -1.594 1.064 -0.129
C -2.518 -0.062 -0.145
O -3.030 -0.519 0.837
O -0.196 -0.740 -0.419

53
Properties=species:S:1:pos:R:3 method="wB97M-V/def2-TZVPD" lumo_energy_ha=0.01610 smiles="COCCn1c(-c2ccccc2)cnc1SCC(=O)Nc1cccc2ccccc12"
H 1.368 -3.688 3.381
C -0.962 0.354 -1.985
H 1.432 -1.070 2.329
H -3.087 0.117 -1.738
C -3.410 -1.355 0.695
O 3.292 -3.332 1.215
C 0.939 1.132 1.325
H -3.588 -1.603 -0.356
H 0.486 0.503 2.079
O -4.576 -0.715 1.133
C 4.653 0.225 -0.459
H -4.512 -1.530 3.038
C 0.028 1.096 -2.633
H 1.146 -1.733 -2.188
H 4.417 2.077 -1.490
N 0.636 -2.460 -0.277
H -5.693 -0.231 2.727
H -3.666 2.035 -3.130
C 2.364 -2.740 1.707
H 1.064 0.830 -2.484
H 1.136 -4.481 1.805
C 4.091 -0.687 0.441
N 2.267 -1.389 1.855
C 0.840 3.147 0.019
C 0.285 2.278 0.966
H 0.470 2.736 -3.923
C -4.679 -0.573 2.531
H -1.871 -0.373 1.863
C 2.054 2.857 -0.535
C 0.499 -1.633 -1.341
C -0.290 -2.089 0.568
C 2.751 1.679 -0.193
H -2.349 0.518 0.393
H 5.609 -0.004 -0.905
S -0.418 -2.695 2.203
C -2.149 -0.472 0.808
C -2.627 1.778 -2.987
H 2.503 3.527 -1.253
C 1.198 -3.520 2.316
H -1.900 3.361 -4.231
H 4.602 -1.610 0.657
H 0.307 4.044 -0.260
H -3.242 -2.290 1.251
H -3.971 0.165 2.921
C 3.997 1.378 -0.781
C -2.297 0.700 -2.184
C -0.538 -0.753 -1.143
C 2.873 -0.436 1.026
C 2.176 0.777 0.745
H -0.664 2.524 1.421
C -0.308 2.168 -3.435
N -1.048 -1.062 0.104
C -1.637 2.519 -3.608

80
Properties=species:S:1:pos:R:3 method="wB97M-V/def2-TZVPD" lumo_energy_ha="-0.10139 / -0.09682" charge=+1 multiplicity=4
C 0.304 -0.301 -8.191
H -1.985 -0.410 3.778
H 1.949 -0.572 -6.784
C -1.862 0.169 -6.847
H 2.008 3.032 -0.692
C -1.044 -0.806 -7.635
H -0.101 -3.426 -1.123
H 0.527 1.397 3.155
H 0.761 3.586 2.727
C 1.232 0.181 -7.119
H -2.496 -3.287 1.212
H -2.663 -0.292 -6.269
H -0.648 4.698 2.679
C 2.810 -1.413 1.123
C 1.175 0.509 3.070
H -1.773 0.978 2.746
C -2.711 3.415 0.929
H 2.092 1.586 -5.820
H 2.142 0.893 2.711
H 1.322 0.164 4.097
P -1.333 0.315 -2.149
C -1.526 -1.131 -3.214
C -0.327 3.647 2.608
H 2.804 2.825 -2.340
H 1.090 3.352 -7.453
H -0.231 2.492 -2.559
H 0.135 0.432 -8.988
H -0.845 -1.665 -6.972
H 0.279 3.134 -5.914
H -2.876 -0.294 2.252
H 1.588 -2.975 -1.046
H 3.118 -1.782 0.141
C -0.927 -1.865 1.053
H -0.625 -1.784 -3.113
H 1.921 -1.261 -2.825
Si -0.865 3.162 0.888
H -3.028 -1.747 0.564
H -0.666 5.378 0.138
H -2.810 4.348 1.502
H 2.651 0.167 -3.756
Nd -0.131 0.481 0.202
H -2.419 -1.697 -2.848
H -1.650 -0.731 -4.245
C -1.901 -0.123 2.727
C -1.788 1.527 -6.845
C 1.340 -1.395 1.306
C -0.847 2.406 -7.608
C 0.015 1.451 -2.822
H -0.824 3.062 3.390
H 0.937 4.592 -0.039
P 1.525 0.904 -1.824
H -3.237 2.610 1.457
C -2.196 -2.454 0.564
H 0.952 -4.176 0.060
H 3.272 -2.072 1.868
C 0.621 -0.617 2.291
H 3.437 -0.481 -2.194
H -2.125 -2.854 -0.452
C 0.388 -2.174 0.567
H 3.275 -0.432 1.248
C -0.140 4.476 -0.206
H -3.692 0.456 -1.707
H 3.455 1.953 -0.841
C 2.557 2.342 -1.376
H -1.634 -1.220 -8.472
H -1.330 3.396 -7.688
C -2.917 1.205 -1.991
C 2.490 -0.303 -2.762
H 0.167 1.291 -3.895
C 0.490 2.629 -6.872
C -0.800 -0.913 2.133
H -0.343 4.309 -1.268
H -2.871 1.975 -1.184
H 0.790 -1.169 -8.669
H -3.093 1.654 -2.987
H -0.666 2.071 -8.636
H -2.514 2.072 -6.240
C 1.300 1.412 -6.549
H -3.139 3.547 -0.070
C 0.719 -3.222 -0.432

67
Properties=species:S:1:pos:R:3 method="wB97M-V/def2-TZVPD" lumo_energy_ha=-0.18928 charge=+2
H 4.017 -2.520 1.024
C 1.503 -1.579 -1.689
C -3.033 0.067 -2.391
C 0.203 2.677 -6.148
H -3.673 4.142 -1.207
H -2.595 -0.657 -4.951
H -1.422 1.050 2.513
N -2.952 3.463 -1.033
H 5.392 2.260 1.390
C -1.766 -0.491 -2.980
H -3.893 -0.490 -2.763
H -0.505 -1.624 -5.901
H 0.008 1.614 -4.300
C 4.449 1.834 1.068
H -0.011 1.713 -6.599
C 2.764 -1.163 2.976
H 0.773 5.473 -3.669
H -5.048 3.018 0.334
N 0.572 4.730 -4.316
H 0.005 4.187 0.622
O -2.124 1.784 0.240
C 2.214 2.533 1.217
C 0.360 3.506 -3.826
N -0.709 -0.675 -2.174
N -4.241 2.482 0.604
H 0.677 4.911 -5.300
H 1.190 2.996 -6.486
N 0.166 2.524 -4.700
H -1.692 0.040 3.929
N 0.713 -0.330 2.097
H -3.170 1.114 -2.679
C 2.204 -1.465 0.530
C 1.196 -0.068 4.415
S 0.322 3.213 -2.137
C 1.894 -0.969 1.926
C 3.320 -2.234 0.250
H 4.390 -3.264 -1.294
H 4.355 1.881 -0.012
H -0.568 3.691 2.094
C -0.565 -1.355 -4.853
H -0.551 3.385 -6.493
H -2.058 3.561 -1.501
N 1.324 -1.152 -0.432
C 0.512 -1.594 -4.009
C 3.525 -2.660 -1.052
H 4.359 0.806 1.412
H 3.077 -0.842 5.077
C 2.407 -0.698 4.238
H 1.767 4.142 2.369
C -0.997 0.748 3.473
C 0.360 0.101 3.317
C 0.406 -1.253 -2.676
H 0.886 0.290 5.390
N 0.056 3.461 1.333
H -0.946 1.618 4.128
C -3.070 2.553 -0.055
N 1.367 3.390 1.828
H 3.710 -1.667 2.839
H 1.409 -2.048 -4.403
Sr -0.130 0.763 -0.017
H -3.024 0.001 -1.306
O 1.870 1.743 0.333
C 2.612 -2.334 -2.038
C -1.719 -0.813 -4.333
H 2.760 -2.691 -3.047
H -4.358 1.758 1.289
O 3.429 2.648 1.697

17
Properties=species:S:1:pos:R:3 method="wB97M-V/def2-TZVPD" lumo_energy_ha=0.02931 smiles="CCCNC(N)=O"
H 2.459 2.077 -0.215
N 0.253 -0.153 0.423
C 0.470 1.601 -1.298
H 1.849 3.311 -1.160
H 1.141 -0.278 0.109
N -1.614 -1.640 0.148
H 1.118 3.144 0.387
H -2.153 -0.862 -0.269
C 1.526 2.500 -0.476
H -0.086 2.138 -2.045
H -1.413 0.458 -0.640
H -0.926 1.784 0.555
C -0.494 0.876 -0.254
H -2.067 -2.551 0.273
C -0.392 -1.444 0.604
H 1.094 0.984 -2.021
O 0.231 -2.357 1.196

no.,electronic energy (a.u.)
1,-935.8466
2,-377.7504
3,-1641.3192
4,-2553.9762
5,-2004.1609
6,-343.1298